The ion C7H7N2O with charge +1 in a non-equilibrium geometry, computed with the ωB97M-V functional and the def2-TZVPD basis.

Each atom is followed by the atoms it is bonded to, with distances in Å.
Atoms and positions in Å:
1 O -0.341 -2.874 0.115  C4 1.178
2 N 0.428 -1.057 -2.846  C10 1.310, H15 1.018, H16 1.081
3 N -0.596 -0.643 -0.571  C4 1.565, C5 1.607, C10 1.466, H14 1.064
4 C -0.437 -1.767 0.506  O1 1.178, N3 1.565, C7 1.430
5 C 0.323 0.633 -0.899  N3 1.607, C9 1.378, C10 1.353
6 C 0.246 1.353 1.374  C8 1.369, C9 1.364, H13 1.033
7 C -0.516 -1.048 1.739  C4 1.430, C8 1.382, H17 1.095
8 C -0.368 0.301 2.000  C6 1.369, C7 1.382, H12 1.032
9 C 0.622 1.556 0.079  C5 1.378, C6 1.364, H11 1.025
10 C 0.356 -0.477 -1.673  N2 1.310, N3 1.466, C5 1.353
11 H 1.096 2.327 -0.401  C9 1.025
12 H -0.554 0.620 2.964  C8 1.032
13 H 0.465 2.126 2.022  C6 1.033
14 H -1.555 -0.636 -1.031  N3 1.064
15 H 0.035 -1.994 -2.919  N2 1.018
16 H 1.401 -1.024 -3.315  N2 1.081
17 H -0.543 -1.699 2.618  C7 1.095

Molecular weight, Da: 135.15
Net charge: +1
HOMO level (spin up / spin down), eV: -12.77 / -12.77
2S+1: 1
E, eV: -12388.4874
SMILES string: NC1=C2C=CC=CC(=O)[N@H+]12
Energy above the lowest of the compared OMol25 structures with the same formula, charge and spin, kcal per mole: 96.5

Results of the natural (NBO) charge analysis, in e, for atoms 1 through 6:
1 O -0.446
2 N -0.736
3 N -0.507
4 C 0.667
5 C 0.112
6 C -0.213